Record 1
DFT (ωB97M-V with the def2-TZVPD basis set) results for 6 unconnected molecules or ions with the total composition C26H68N4O2 in a non-equilibrium geometry.

```
100
Properties=species:S:1:pos:R:3:forces:R:3
C 6.9990 13.1884 15.1583 0.5 -0.2 -0.7
C 8.2819 13.6112 15.8442 1.5 -0.7 0.3
N 9.4959 12.6682 15.7930 -2.5 0.9 0.2
C 10.5561 13.2020 16.6602 -0.3 0.1 -0.5
C 11.2610 14.4512 16.1918 0.7 0.8 -0.6
C 9.8457 12.2742 14.4210 1.1 0.3 1.4
C 10.8565 11.1209 14.5097 0.5 0.2 -0.7
H 6.2883 13.9893 15.3620 -0.4 -0.4 0.2
H 6.6728 12.1795 15.4109 -0.2 0.2 0.6
H 7.0809 13.1464 14.0722 0.2 0.2 -0.1
H 8.5559 14.6075 15.4973 0.1 0.2 -0.4
H 8.0679 13.7876 16.8983 0.0 -0.3 0.2
H 10.0897 13.4860 17.6035 -0.1 -0.6 0.2
H 11.3261 12.4417 16.7911 -0.2 -0.2 0.4
H 12.0580 14.2366 15.4799 0.0 0.0 -0.2
H 10.6099 15.2028 15.7453 -0.2 -0.1 -0.1
H 11.7532 14.9861 17.0040 0.0 -0.2 0.3
H 10.3304 13.1237 13.9399 0.2 0.2 -0.5
H 8.9416 12.0637 13.8497 0.1 -0.4 0.2
H 11.8211 11.4277 14.9141 -0.2 0.4 0.5
H 11.2114 10.8149 13.5256 -0.6 -0.4 -0.3
H 10.5254 10.2708 15.1062 -0.3 0.0 -0.2
C 12.6401 18.5894 14.9570 0.1 0.7 0.5
C 13.8388 18.1782 14.1426 -0.6 -1.6 -0.1
N 14.0357 18.9597 12.9399 1.1 0.8 0.0
C 14.8968 18.2108 12.0208 -0.7 -0.8 -1.3
C 14.1872 16.9756 11.3337 0.2 0.6 1.0
C 14.7624 20.2122 13.3144 -0.7 0.5 -1.2
C 14.7896 21.2663 12.1903 0.1 -0.4 0.1
H 12.3230 17.8747 15.7165 0.5 -0.2 0.1
H 11.7503 18.7432 14.3465 0.2 0.3 -0.2
H 12.9538 19.5017 15.4643 -0.7 0.3 0.2
H 14.7525 18.1421 14.7359 0.2 0.1 0.4
H 13.6637 17.1360 13.8756 0.2 0.0 -0.3
H 15.2116 18.8816 11.2214 -0.1 0.1 0.0
H 15.8157 17.8959 12.5153 0.2 -0.3 0.2
H 14.0479 16.1723 12.0571 0.0 0.0 0.1
H 13.1968 17.2531 10.9726 0.0 0.2 -0.1
H 14.7455 16.5187 10.5166 0.2 0.4 0.0
H 15.8059 20.0260 13.5688 0.2 -0.4 0.5
H 14.2477 20.6932 14.1461 0.1 -0.3 0.2
H 15.2384 22.1908 12.5535 -0.2 0.1 0.2
H 13.7799 21.4437 11.8199 0.1 0.1 0.0
H 15.4364 20.9859 11.3589 -0.2 -0.2 -0.1
C 16.0799 14.1580 6.9225 0.7 -0.4 0.0
C 16.9416 13.1246 7.6894 -0.7 0.8 0.7
N 16.9846 13.3081 9.1687 0.0 0.2 -1.9
C 17.4654 12.0394 9.7191 0.1 0.7 0.4
C 17.7326 12.1063 11.1968 -0.3 -0.1 0.7
C 15.7225 13.8632 9.7215 1.6 -0.7 0.1
C 14.6004 12.8682 9.7900 0.2 0.1 1.1
H 16.3248 15.2019 7.1183 0.3 -0.1 0.1
H 15.0104 14.0528 7.1046 0.0 -0.2 0.0
H 16.2769 13.9655 5.8678 -0.2 0.1 -0.1
H 16.5192 12.1458 7.4623 -0.1 -0.4 -0.2
H 17.9756 13.1049 7.3449 0.0 0.2 -0.2
H 16.8267 11.1964 9.4556 -0.5 -0.2 0.1
H 18.4284 11.7640 9.2891 0.1 0.4 -0.6
H 18.3357 12.9719 11.4708 0.2 0.0 -0.2
H 16.8261 12.1796 11.7976 -0.2 -0.1 0.0
H 18.2466 11.1965 11.5068 0.1 0.1 0.1
H 15.3807 14.7539 9.1944 0.7 0.0 0.0
H 16.0741 14.1320 10.7176 -0.7 0.5 0.3
H 14.8526 12.2647 10.6620 -0.5 -0.6 -0.1
H 14.5369 12.2280 8.9101 -0.4 0.2 0.0
H 13.7083 13.4413 10.0428 -0.4 -0.5 -0.3
C 14.6817 9.0024 16.9032 -0.6 0.3 0.3
C 14.1536 9.5690 15.5956 0.6 -0.7 -0.5
N 15.1038 9.2512 14.5223 0.3 1.1 -0.4
C 14.4826 9.4404 13.1981 -0.2 -0.1 0.8
C 13.4791 8.3742 12.8778 -0.2 -0.6 -1.0
C 16.2212 10.2152 14.6325 0.3 -1.3 -0.4
C 17.4346 9.6907 13.8863 0.6 0.0 -0.4
H 15.0420 7.9786 16.8032 -0.2 0.0 -0.2
H 13.8458 9.0360 17.6020 0.2 -0.2 0.4
H 15.4943 9.5966 17.3213 0.0 0.0 0.0
H 13.1752 9.1646 15.3363 0.1 -0.2 0.2
H 14.0115 10.6479 15.6595 0.0 0.4 0.2
H 15.2063 9.4347 12.3831 0.3 0.0 0.3
H 14.0053 10.4202 13.1807 -0.2 0.5 -0.1
H 12.5806 8.3036 13.4909 0.2 0.2 0.1
H 13.9601 7.3969 12.8360 0.0 -0.1 0.3
H 13.1680 8.5470 11.8476 -0.4 0.1 -0.1
H 15.9277 11.2042 14.2805 -0.1 0.3 -0.2
H 16.5214 10.3265 15.6744 -0.2 0.0 0.1
H 17.7855 8.7406 14.2893 0.0 0.2 0.4
H 17.3198 9.4747 12.8241 -0.6 0.2 -0.1
H 18.2283 10.4374 13.9083 0.2 -0.1 0.2
C 14.4230 13.7534 13.7406 0.3 -0.3 0.1
O 15.0040 14.7985 14.4991 -0.7 0.4 -0.7
H 13.5044 14.0613 13.2412 -0.1 0.4 0.3
H 15.0674 13.4026 12.9345 0.4 0.0 -0.2
H 14.2074 12.8789 14.3545 -0.2 -0.1 0.2
H 15.6622 14.4502 15.1050 0.0 -0.3 0.3
C 17.9182 13.1917 15.4007 0.7 -1.1 -0.1
O 16.8154 13.5291 16.2192 0.0 0.5 -0.3
H 18.8650 13.6798 15.6317 -0.2 0.4 0.4
H 18.1031 12.1224 15.5031 0.1 -0.1 -0.1
H 17.7331 13.3654 14.3406 -0.5 0.2 0.2
H 16.9296 13.1450 17.0916 0.0 0.0 0.0
```
Positions in Å, forces in eV/Å.

2S+1 ... 1
Kohn-Sham gap ... 8.5 eV
HOMO level ... -8.118 eV
Total charge ... 0
SMILES ... CCN(CC)CC.CCN(CC)CC.CCN(CC)CC.CCN(CC)CC.CO.CO

Löwdin atomic charge list, values in e, 2 entries: number 1, C, carries -0.104; number 2, C, carries -0.238



Record 2
DFT (ωB97M-V with the def2-TZVPD basis set) results for 9 unconnected molecules or ions with the total composition C26H69BrN19O11P2 in a non-equilibrium geometry.

```
128
Properties=species:S:1:pos:R:3:forces:R:3
C 3.2707 -1.0017 -1.4470 0.6 0.2 0.8
C 2.2890 -0.4198 -1.0365 -1.0 -1.5 1.0
N 1.0922 0.0313 -0.3427 2.4 0.9 -1.9
C 1.6249 0.7342 0.8564 -1.0 -0.2 1.7
C 0.3729 1.3858 1.5935 1.3 -2.4 0.5
C 0.6116 1.7223 3.1271 -0.2 -0.3 0.2
C 2.1212 1.7039 3.6005 -0.7 1.0 1.1
C 2.2408 1.9053 5.1924 0.9 0.0 -0.6
O 3.5776 2.4409 5.4319 -0.3 -1.2 -0.3
C 4.5448 1.3643 5.4174 1.0 -0.6 0.4
N -0.0791 2.5348 0.7510 -0.2 1.1 0.3
C 0.8998 3.6823 0.6841 1.6 2.2 0.5
C 0.1770 5.1160 0.7909 0.3 0.5 -0.3
C 0.5050 6.0742 -0.4255 0.1 0.0 -0.7
C 2.0470 6.2235 -0.7641 -0.1 0.3 -0.6
N 2.9032 6.6495 0.3636 -0.3 -0.5 -0.3
C -0.5702 2.0762 -0.6097 -0.5 -0.4 -1.2
O -0.5480 3.1626 -1.5541 -0.8 -0.5 1.6
P -2.4439 1.6044 -0.6147 -1.6 -0.5 -1.3
C -3.4726 3.1789 -0.2802 0.5 -0.7 0.8
O -2.8407 0.5731 0.6565 0.7 0.7 -0.3
C 0.3271 0.9020 -1.2754 0.1 0.2 -0.7
Br 1.6308 1.8150 -2.5457 0.3 0.5 0.3
P -0.8591 -0.1293 -2.3928 -1.1 -1.0 0.4
C -1.0307 0.7890 -4.0414 0.4 0.1 -0.5
C -0.1415 -1.8281 -2.7518 1.4 0.4 -0.9
C 1.0105 -1.8106 -3.8680 -0.8 -0.2 -0.5
H 4.2917 -1.4044 -1.6479 -1.7 0.6 0.0
H 2.4735 1.4476 0.6574 -0.9 -0.6 0.0
H 2.0028 -0.0793 1.5543 -0.4 1.0 -1.0
H -0.4121 0.5604 1.5817 0.6 1.4 -0.4
H 0.0595 0.9544 3.7615 0.5 0.9 -1.0
H 0.0906 2.7139 3.3468 0.9 -1.0 -0.1
H 2.6662 0.7418 3.3819 -0.7 1.2 -0.2
H 2.6308 2.6122 3.1574 -0.2 -1.3 0.4
H 2.1924 0.9241 5.7500 -0.6 1.1 -0.7
H 1.5113 2.6610 5.5939 0.6 -0.9 -0.4
H 4.1895 0.4430 4.8685 0.2 1.0 0.4
H 4.8015 1.0180 6.4729 -0.4 0.6 -1.1
H 5.5021 1.6880 4.9111 -1.1 -0.3 0.6
H -0.9188 2.9257 1.2220 0.5 -0.2 -0.3
H 1.6287 3.6803 1.5588 -1.2 -0.7 -0.9
H 1.5775 3.6221 -0.2258 -1.4 -0.2 0.9
H -0.9439 5.0208 0.8778 1.1 -0.1 -0.1
H 0.5212 5.6558 1.7318 -0.4 -0.9 -1.0
H -0.0136 5.6974 -1.3586 0.6 0.3 1.0
H 0.1034 7.1245 -0.2575 0.3 -1.3 0.1
H 2.4716 5.2768 -1.2328 -0.5 1.1 0.7
H 2.1527 7.0180 -1.5739 -0.3 -1.0 0.9
H 3.3016 5.8651 0.8806 -0.4 0.5 0.0
H 2.4505 7.3301 0.9763 0.3 -0.4 -0.2
H -1.3989 3.1894 -2.0428 0.4 -0.1 0.3
H -4.3595 2.8182 0.3298 1.0 0.7 -0.4
H -2.8712 3.9854 0.2255 -1.1 -0.5 -0.5
H -3.8779 3.4764 -1.2928 0.7 -0.2 1.2
H -2.7119 -0.3725 0.4255 0.0 0.6 -0.3
H -0.1187 0.6096 -4.6845 -1.1 0.2 0.6
H -1.1296 1.9033 -3.9163 0.1 -1.2 0.1
H -1.9605 0.4433 -4.5977 1.2 0.1 0.9
H -1.0007 -2.4554 -3.1462 0.9 0.8 0.8
H 0.2250 -2.2510 -1.7738 -0.6 0.4 -0.9
H 0.4847 -2.0590 -4.8615 1.2 0.3 1.5
H 1.5107 -0.8076 -3.9903 -0.5 -1.0 0.3
H 1.8219 -2.5594 -3.6384 -1.0 0.6 -0.4
C 5.9891 2.5372 2.1395 0.2 -0.1 0.0
O 6.5348 1.6789 2.8132 -0.1 0.1 -0.1
N 5.0957 3.4244 2.6598 -0.3 0.1 0.4
N 6.2275 2.6835 0.8078 0.1 -0.2 -0.5
H 4.6402 4.1369 2.1207 0.2 0.0 0.0
H 4.8905 3.3503 3.6450 -0.1 0.1 -0.1
H 6.8828 2.0469 0.3868 -0.1 0.1 0.1
H 5.7914 3.3825 0.2352 0.1 0.0 0.1
C -6.0798 2.8840 3.0892 -0.1 0.1 -0.1
O -6.3284 3.2847 1.9628 0.2 -0.1 -0.1
N -6.6559 3.4152 4.1979 -0.3 0.3 0.2
N -5.2032 1.8691 3.3310 0.4 -0.3 -0.2
H -6.4661 3.1009 5.1316 0.0 0.0 -0.1
H -7.3097 4.1672 4.0593 0.1 -0.1 0.0
H -4.7554 1.4485 2.5337 -0.1 0.0 0.1
H -4.9861 1.5256 4.2485 0.0 0.0 0.0
C -3.9286 -3.6802 -0.2547 0.3 -0.2 0.1
O -2.9850 -3.3065 -0.9328 0.0 0.2 0.0
N -4.0069 -4.9321 0.2644 0.1 -0.4 0.0
N -4.9870 -2.8724 0.0387 -0.3 0.5 -0.1
H -4.7739 -5.2587 0.8237 0.0 0.0 0.0
H -3.2437 -5.5584 0.0688 -0.1 0.1 0.0
H -4.9658 -1.9359 -0.3292 0.0 -0.1 0.1
H -5.7732 -3.1602 0.5934 0.0 0.0 0.0
C 2.9209 -4.5710 1.8775 -0.1 -0.3 0.1
O 2.6316 -5.6219 2.4198 0.0 0.1 0.0
N 2.1361 -3.9957 0.9252 -0.5 0.2 -0.4
N 4.0550 -3.8783 2.1758 0.4 0.2 0.3
H 2.3567 -3.1298 0.4657 0.0 -0.1 0.0
H 1.2889 -4.4778 0.6771 0.1 0.0 0.0
H 4.6616 -4.2716 2.8751 -0.1 0.0 -0.1
H 4.3113 -3.0115 1.7404 0.0 -0.1 0.0
C -6.6700 -4.0171 -3.7857 -0.2 -0.1 -0.3
O -7.3839 -3.9730 -4.7714 0.0 0.0 0.1
N -5.9809 -5.1342 -3.4270 0.1 -0.5 0.0
N -6.4982 -2.9511 -2.9552 -0.1 0.6 0.3
H -5.3875 -5.1899 -2.6195 0.0 0.0 -0.1
H -6.0815 -5.9434 -4.0159 0.0 0.1 0.1
H -6.9910 -2.1058 -3.1872 0.0 -0.1 0.0
H -5.9144 -2.9681 -2.1385 0.0 -0.1 -0.1
C 0.5301 -0.1718 8.2276 0.0 0.0 0.0
O 0.3017 0.2044 7.0862 0.0 0.0 -0.1
N -0.0763 0.3746 9.3130 -0.3 0.3 0.1
N 1.4097 -1.1683 8.5074 0.3 -0.3 -0.2
H 0.0968 0.0808 10.2566 0.0 0.0 -0.1
H -0.7347 1.1159 9.1457 0.1 -0.1 0.1
H 1.8789 -1.5983 7.7288 -0.1 0.0 0.1
H 1.6110 -1.4914 9.4358 0.0 0.0 0.0
C 1.5828 -2.7426 -7.6052 0.0 0.0 -0.1
O 0.6454 -2.9708 -6.8529 0.0 -0.2 -0.1
N 2.8327 -3.2281 -7.3848 0.3 -0.3 0.3
N 1.4544 -1.9850 -8.7247 -0.3 0.3 -0.2
H 3.6146 -3.0533 -7.9889 -0.1 0.0 0.0
H 2.9668 -3.7943 -6.5644 0.0 0.1 -0.1
H 0.5428 -1.6080 -8.9213 0.1 -0.1 0.0
H 2.2098 -1.7862 -9.3545 0.0 0.0 0.0
C -0.8746 -7.3357 -6.4793 -0.1 -0.2 0.1
O -1.1284 -8.3912 -5.9240 0.0 0.1 0.0
N -1.6867 -6.7898 -7.4244 -0.4 0.0 -0.3
N 0.2428 -6.6108 -6.2024 0.6 0.2 0.2
H -1.4955 -5.9227 -7.8918 0.0 0.0 0.1
H -2.5237 -7.2961 -7.6572 0.1 0.1 0.0
H 0.8684 -6.9814 -5.5082 -0.1 0.0 -0.1
H 0.4690 -5.7388 -6.6481 -0.1 0.0 0.1
```
Positions in Å, forces in eV/Å.

2S+1 ... 1
Kohn-Sham gap ... 7.5 eV
HOMO level ... -9.751 eV
Total charge ... +1

Löwdin atomic charge list, values in e, 2 entries: number 1, C, carries 0.107; number 2, C, carries -0.300



Calculated LUMO energy (eV), listed in the same order as above: 0.427, -2.210